Run w
# C4H9N4

The ion C4H9N4 with charge +1 (ωB97M-V/def2-TZVPD, the OMol25 dataset).

Values from the calculation:
M = 113.14 g mol⁻¹
Total charge = +1
SMILES = Cc1cn(N)c(=[NH2+])[nH]1
Gap between HOMO and LUMO = 9.9746 eV
Multiplicity = 1

Last column: natural (NBO) charge in e.
CARTESIAN COORDINATES (ANGSTROEM)
C (-2.605, -0.037, -0.103)  -0.63
C (-1.058, 0.032, 0.036)  0.18
C (-0.181, 1.085, 0.012)  -0.10
N (1.064, 0.637, 0.122)  -0.16
N (2.215, 1.390, -0.118)  -0.60
C (1.045, -0.730, 0.102)  0.58
N (2.059, -1.674, -0.125)  -0.79
N (-0.248, -1.088, 0.048)  -0.49
H (-2.750, -0.662, -0.873)  0.23
H (-3.011, -0.535, 0.789)  0.24
H (-3.043, 0.977, -0.394)  0.26
H (-0.377, 2.047, 0.215)  0.23
H (2.581, 1.711, 0.806)  0.38
H (1.844, 2.314, -0.468)  0.38
H (3.085, -1.347, 0.127)  0.44
H (1.931, -2.597, 0.348)  0.42
H (-0.574, -2.004, 0.134)  0.44

Run x
# C4H9N4

A structure of composition C4H9N4 (ωB97M-V/def2-TZVPD, the OMol25 dataset).

Values from the calculation:
M = 113.14 g mol⁻¹
Total charge = +1
Gap between HOMO and LUMO = 8.3228 eV
Multiplicity = 1

Last column: natural (NBO) charge in e.
CARTESIAN COORDINATES (ANGSTROEM)
C (-2.563, 1.636, -0.133)  -0.27
C (-1.942, 0.461, -0.116)  0.13
C (0.001, 0.300, -0.077)  0.53
C (1.922, -1.285, -0.163)  -0.46
N (-1.835, -1.805, 0.127)  -0.33
N (-2.472, -0.753, -0.028)  -0.12
N (0.498, 1.488, 0.384)  -0.77
N (0.541, -0.887, -0.274)  -0.58
H (-3.632, 1.669, -0.368)  0.27
H (-2.018, 2.554, -0.255)  0.22
H (2.305, -1.903, -1.020)  0.25
H (2.061, -2.003, 0.711)  0.24
H (2.651, -0.519, 0.052)  0.22
H (-2.321, -2.639, 0.388)  0.38
H (-0.006, 2.362, 0.379)  0.43
H (1.514, 1.542, 0.350)  0.41
H (-0.280, -1.545, -0.135)  0.45

Short version: run x is the least stable of them.

Run w
# CH3IOS2

An isolated molecule of CH3IOS2 (ωB97M-V/def2-TZVPD, the OMol25 dataset).

Values from the calculation:
M = 222.07 g mol⁻¹
Gap between HOMO and LUMO (spin up / spin down) = 6.5803 / 6.5956 eV
Multiplicity = 1

Last column: natural (NBO) charge in e.
CARTESIAN COORDINATES (ANGSTROEM)
C (-0.561, -0.504, 1.546)  -0.82
O (0.616, -1.089, -2.035)  -0.96
S (1.423, 1.497, -0.837)  -0.40
S (-0.056, 0.036, -1.462)  1.03
I (0.765, 1.032, 1.783)  0.66
H (-1.614, -0.267, 1.781)  0.21
H (-0.282, -1.490, 1.998)  0.22
H (-0.290, 0.785, -2.774)  0.06

Run x
# CH3IOS2

A cluster of 2 separate species, CH3IOS2 in total (ωB97M-V/def2-TZVPD, the OMol25 dataset).

Values from the calculation:
M = 222.07 g mol⁻¹
Gap between HOMO and LUMO (spin up / spin down) = 5.9149 / 5.9122 eV
Multiplicity = 1

Last column: natural (NBO) charge in e.
CARTESIAN COORDINATES (ANGSTROEM)
C (-0.372, -0.056, 0.291)  -0.25
O (-0.991, -1.028, 1.123)  -0.63
S (-1.611, -2.439, 0.615)  0.47
S (-4.324, -0.940, 0.421)  -0.29
I (-3.561, 0.627, 2.087)  0.12
H (0.650, -0.114, 0.311)  0.19
H (-0.477, 0.788, 0.825)  0.20
H (-0.688, -0.014, -0.846)  0.20

Run y
# CH3IOS2

A structure of composition CH3IOS2 (ωB97M-V/def2-TZVPD, the OMol25 dataset).

Values from the calculation:
M = 222.07 g mol⁻¹
Gap between HOMO and LUMO = 9.4914 eV
Multiplicity = 1

Last column: natural (NBO) charge in e.
CARTESIAN COORDINATES (ANGSTROEM)
C (0.275, -1.055, 0.170)  -0.75
O (-2.181, -1.591, -1.111)  -0.90
S (-1.101, 1.022, -1.714)  -0.43
S (-1.393, -0.503, -0.563)  1.40
I (0.334, -0.558, 2.185)  0.15
H (0.408, -2.043, 0.231)  0.23
H (1.152, -0.517, -0.316)  0.27
H (-1.913, -0.096, 0.580)  0.03

Run z
# CH3IOS2

A cluster of 2 separate species, CH3IOS2 in total (ωB97M-V/def2-TZVPD, the OMol25 dataset).

Values from the calculation:
M = 222.07 g mol⁻¹
Gap between HOMO and LUMO = 8.3106 eV
Multiplicity = 1

Last column: natural (NBO) charge in e.
CARTESIAN COORDINATES (ANGSTROEM)
C (2.325, -1.063, 0.911)  -0.74
O (0.085, -0.105, 0.120)  -0.91
S (-3.709, 1.074, -1.001)  -0.23
S (0.829, -0.555, 1.295)  1.19
I (-2.611, 2.532, -2.507)  0.07
H (2.735, -1.076, -0.081)  0.24
H (2.929, -1.405, 1.729)  0.23
H (-2.583, 0.598, -0.466)  0.16

Short version: run w is the least stable of them.

Run w
# C3H3BrF2

An isolated molecule of C3H3BrF2 (ωB97M-V/def2-TZVPD, the OMol25 dataset).

Values from the calculation:
M = 156.96 g mol⁻¹
SMILES = CC(Br)=C(F)F
Gap between HOMO and LUMO = 9.3673 eV
Multiplicity = 1

Last column: natural (NBO) charge in e.
CARTESIAN COORDINATES (ANGSTROEM)
C (-1.130, 0.270, 0.259)  -0.68
C (0.166, 0.268, -0.425)  -0.27
Br (0.569, 1.204, -2.008)  0.10
C (1.282, -0.593, 0.100)  0.74
F (2.427, -0.785, -0.523)  -0.29
F (1.213, -1.016, 1.339)  -0.30
H (-1.805, 0.567, -0.508)  0.23
H (-1.433, -0.729, 0.568)  0.23
H (-1.290, 0.813, 1.198)  0.23

Run x
# C3H3BrF2

An isolated molecule of C3H3BrF2 (ωB97M-V/def2-TZVPD, the OMol25 dataset).

Values from the calculation:
M = 156.96 g mol⁻¹
SMILES = C=C(F)[C@@H](F)Br
Gap between HOMO and LUMO = 10.7300 eV
Multiplicity = 1

Last column: natural (NBO) charge in e.
CARTESIAN COORDINATES (ANGSTROEM)
C (-1.258, -0.485, 0.497)  -0.48
C (0.024, -0.379, 0.516)  0.37
F (0.653, -1.143, 1.377)  -0.32
C (0.950, 0.361, -0.657)  0.13
F (0.815, -0.466, -1.728)  -0.32
Br (0.269, 2.253, -0.784)  -0.04
H (-1.755, -0.990, 1.349)  0.23
H (-1.696, 0.198, -0.109)  0.21
H (1.997, 0.650, -0.462)  0.21

Short version: run x is the least stable of them.

Run w
# C4H7N3O2

An isolated molecule of C4H7N3O2 (ωB97M-V/def2-TZVPD, the OMol25 dataset).

Values from the calculation:
M = 129.12 g mol⁻¹
SMILES = COc1c(N)noc1N
Gap between HOMO and LUMO = 8.7041 eV
Multiplicity = 1

Last column: natural (NBO) charge in e.
CARTESIAN COORDINATES (ANGSTROEM)
C (-1.188, -0.464, -0.988)  -0.25
O (-0.546, 0.726, -0.550)  -0.52
C (0.449, 0.542, 0.370)  0.03
C (0.374, 0.525, 1.782)  0.28
N (-0.739, 0.800, 2.520)  -0.80
N (1.548, 0.301, 2.339)  -0.24
O (2.478, 0.177, 1.329)  -0.30
C (1.902, 0.297, 0.139)  0.48
N (2.640, 0.145, -0.994)  -0.81
H (-1.059, -1.273, -0.267)  0.18
H (-0.786, -0.790, -1.954)  0.17
H (-2.250, -0.242, -1.097)  0.18
H (-1.617, 0.697, 2.043)  0.39
H (-0.709, 0.521, 3.485)  0.40
H (2.289, 0.625, -1.809)  0.40
H (3.635, 0.240, -0.838)  0.40

Run x
# C4H7N3O2

An isolated molecule of C4H7N3O2 (ωB97M-V/def2-TZVPD, the OMol25 dataset).

Values from the calculation:
M = 129.12 g mol⁻¹
SMILES = O=[N+]([O-])CC1=NCCN1
Gap between HOMO and LUMO = 9.3105 eV
Multiplicity = 1

Last column: natural (NBO) charge in e.
CARTESIAN COORDINATES (ANGSTROEM)
O (-0.669, -2.082, 1.426)  -0.44
N (0.529, -1.829, 1.658)  0.56
O (1.366, -2.581, 1.952)  -0.31
C (0.756, -0.303, 1.525)  -0.33
C (0.358, 0.237, 0.227)  0.38
N (1.179, 0.462, -0.722)  -0.44
C (0.364, 0.915, -1.822)  -0.25
C (-1.174, 0.707, -1.315)  -0.24
N (-0.925, 0.705, 0.094)  -0.62
H (1.813, -0.240, 1.683)  0.25
H (0.038, 0.059, 2.258)  0.23
H (0.608, 0.217, -2.650)  0.21
H (0.627, 1.942, -1.926)  0.20
H (-1.810, 1.537, -1.570)  0.21
H (-1.522, -0.271, -1.655)  0.18
H (-1.537, 0.526, 0.836)  0.40

Short version: run x is the least stable of them.